No. 1
{
  "formula": "C23H42Cl3N4O3PdSi",
  "method": "the ωB97M-V functional and the def2-TZVPD basis",
  "homo_lumo_gap_ev": [5.279, 4.452],
  "de_lowest_kcal_mol": 84.76,
  "mol_weight_g_mol": 663.5,
  "total_charge": -1,
  "spin_multiplicity": 3,
  "lumo_energy_ha": [0.0828, 0.0529],
  "e_tot_ev": -85559.27164,
  "homo_energy_ev": [-3.024, -3.011],
  "s_squared": 2.007,
  "species": ["C", "C", "H", "H", "H", "C", "C", "H", "H", "H", "H", "Pd", "Cl", "Cl", "H", "H", "C", "C", "N", "H", "C", "O", "H", "H", "H", "H", "H", "H", "C", "C", "N", "H", "C", "O", "H", "H", "H", "H", "O", "C", "C", "C", "H", "C", "H", "C", "H", "C", "C", "H", "H", "H", "Si", "Cl", "C", "C", "C", "H", "H", "H", "H", "H", "H", "H", "H", "H", "C", "N", "C", "C", "N", "H", "H", "H", "H", "H", "H"],
  "coordinates": [[-1.86, -2.52, -4.68], [-1.30, -3.08, -3.41], [-1.55, -3.10, -5.56], [-1.49, -1.49, -4.81], [-2.95, -2.47, -4.65], [-0.87, -4.34, -3.26], [-0.72, -5.28, -4.43], [-0.64, -4.76, -2.27], [-0.19, -4.79, -5.27], [-1.71, -5.60, -4.81], [-0.16, -6.19, -4.18], [0.10, 0.61, 0.48], [-2.13, 0.30, 1.16], [0.40, 4.68, -1.92], [1.19, 5.53, 3.36], [-1.23, 5.94, 3.06], [1.28, 5.01, 2.40], [-1.11, 5.62, 2.01], [-0.04, 4.64, 1.92], [1.87, 4.11, 2.50], [-0.22, 3.44, 1.36], [0.70, 2.58, 1.34], [-2.05, 5.15, 1.67], [-1.20, 3.23, 0.92], [1.78, 5.69, 1.70], [-0.91, 6.50, 1.40], [1.80, -0.40, -3.74], [2.60, -3.25, -2.37], [2.84, -0.59, -3.44], [3.38, -2.55, -2.06], [2.90, -1.18, -2.11], [3.44, 0.32, -3.54], [2.50, -0.61, -0.96], [1.93, 0.50, -0.84], [3.67, -2.78, -1.03], [2.79, -1.19, -0.06], [3.25, -1.36, -4.11], [4.24, -2.66, -2.73], [-0.28, -1.17, -2.87], [-1.14, -2.04, -2.29], [0.29, -3.06, -0.40], [-0.94, -2.61, -0.85], [1.19, -2.85, -0.99], [0.42, -3.74, 0.82], [-2.14, -1.55, -2.24], [-2.06, -2.77, -0.02], [1.39, -4.13, 1.13], [-0.70, -3.92, 1.64], [-1.94, -3.42, 1.21], [-3.01, -2.38, -0.38], [-0.61, -4.45, 2.59], [-2.83, -3.54, 1.83], [-0.34, 3.02, -3.00], [-0.98, 1.19, -1.47], [1.36, 2.20, -3.18], [-2.18, 3.51, -2.73], [-0.42, 3.34, -4.90], [1.83, 1.88, -2.23], [2.05, 2.90, -3.69], [1.17, 1.32, -3.81], [0.38, 2.82, -5.46], [-0.29, 4.42, -5.04], [-1.39, 3.03, -5.32], [-2.48, 3.47, -1.67], [-2.84, 2.84, -3.30], [-2.36, 4.54, -3.08], [0.61, -0.87, 4.76], [-0.17, -0.31, 3.67], [-1.25, 0.59, 3.99], [0.37, -0.40, 2.48], [1.14, -0.85, 1.66], [0.00, -0.85, 5.66], [1.53, -0.30, 4.93], [0.89, -1.90, 4.51], [-0.93, 1.65, 3.98], [-2.02, 0.47, 3.21], [-1.65, 0.30, 4.97]],
  "lowdin_charge": [-0.058, -0.249, 0.057, 0.073, 0.079, -0.143, -0.147, 0.091, 0.064, 0.065, 0.054, 0.684, 0.083, 0.242, 0.085, 0.087, -0.032, -0.039, -0.180, 0.088, -0.303, -0.123, 0.096, 0.117, 0.099, 0.092, 0.060, 0.091, -0.039, -0.070, -0.152, 0.095, -0.301, -0.158, 0.085, 0.113, 0.085, 0.084, -0.303, -0.507, -0.074, -0.178, 0.075, -0.119, 0.107, -0.091, 0.090, -0.130, -0.111, 0.104, 0.086, 0.092, -0.064, 0.295, -0.320, -0.343, -0.231, -0.006, 0.036, 0.010, 0.009, 0.017, 0.013, -0.013, 0.020, 0.017, -0.042, -0.199, -0.122, -0.394, 0.124, 0.083, 0.092, 0.091, 0.084, -0.061, 0.082]
}

=====

No. 2
{
  "formula": "C3H14OSi3",
  "method": "the ωB97M-V functional and the def2-TZVPD basis",
  "homo_lumo_gap_ev": [5.125, 5.580],
  "de_lowest_kcal_mol": 28.09,
  "mol_weight_g_mol": 150.4,
  "spin_multiplicity": 3,
  "lumo_energy_ha": [0.0303, -0.1668],
  "e_tot_ev": -29012.72749,
  "homo_energy_ev": [-4.300, -10.118],
  "s_squared": 2.005,
  "species": ["C", "C", "C", "O", "Si", "Si", "Si", "H", "H", "H", "H", "H", "H", "H", "H", "H", "H", "H", "H", "H", "H"],
  "coordinates": [[-1.84, 0.77, 1.26], [-2.11, -0.98, -0.51], [-1.75, 0.48, -0.24], [0.70, 2.29, -0.12], [3.54, 0.29, 0.55], [1.68, -0.64, -0.47], [-0.01, 0.86, -0.95], [-1.08, 0.22, 1.81], [-1.69, 1.83, 1.46], [-2.82, 0.49, 1.64], [-1.50, -1.64, 0.11], [-1.93, -1.24, -1.55], [-3.16, -1.17, -0.28], [-2.49, 1.11, -0.74], [0.17, 3.07, -0.12], [3.28, 0.69, 1.93], [4.02, 1.47, -0.17], [4.68, -0.63, 0.62], [1.16, -1.76, 0.34], [2.05, -1.32, -1.73], [-0.23, 1.28, -2.34]],
  "lowdin_charge": [-0.135, -0.163, -0.511, -0.315, 0.415, 0.336, 0.430, 0.077, 0.065, 0.079, 0.061, 0.062, 0.076, 0.110, 0.008, -0.113, -0.111, -0.137, -0.092, -0.100, -0.042]
}

=====

No. 3
{
  "formula": "C8H20LiNO8P",
  "method": "the ωB97M-V functional and the def2-TZVPD basis",
  "homo_lumo_gap_ev": 2.654,
  "de_lowest_kcal_mol": 29.56,
  "mol_weight_g_mol": 296.2,
  "total_charge": -1,
  "lumo_energy_ha": 0.0579,
  "e_tot_ev": -35979.92067,
  "homo_energy_ev": -1.078,
  "species": ["C", "N", "C", "C", "C", "C", "O", "H", "H", "H", "H", "H", "H", "H", "H", "H", "H", "H", "H", "H", "H", "Li", "P", "O", "O", "O", "O", "C", "O", "C", "O", "O", "C", "H", "H", "H", "H", "H", "H"],
  "coordinates": [[-2.20, -0.37, -2.75], [-0.77, -0.34, -2.29], [0.10, -0.37, -3.46], [-0.46, 0.83, -1.32], [-0.54, -1.61, -1.50], [0.90, -1.84, -0.99], [1.06, -3.03, -0.19], [-2.30, -1.22, -3.42], [-2.36, 0.27, -3.41], [-2.93, -0.55, -2.03], [0.06, 0.47, -4.16], [-0.08, -1.22, -3.96], [1.09, -0.42, -3.11], [-0.64, 1.76, -2.06], [0.53, 1.02, -0.98], [-1.21, 0.78, -0.58], [-0.87, -2.53, -1.92], [-0.96, -1.60, -0.55], [1.15, -1.01, -0.23], [1.64, -1.77, -1.72], [0.91, -2.75, 0.69], [0.03, -0.63, 2.03], [-1.32, -2.24, 2.81], [-1.85, -1.21, 1.96], [-0.03, -2.36, 1.85], [-2.03, -3.46, 3.38], [-0.57, -1.39, 3.69], [-1.27, 2.38, 2.44], [0.06, 3.03, 2.04], [1.10, 2.28, 1.94], [1.14, 1.07, 1.68], [2.30, 2.89, 2.01], [3.49, 2.35, 1.67], [-0.97, 1.84, 3.32], [-1.80, 1.57, 1.94], [-2.05, 3.06, 2.62], [3.62, 1.65, 0.92], [3.89, 1.75, 2.43], [4.16, 2.91, 1.23]],
  "lowdin_charge": [0.038, -0.297, -0.012, 0.063, -0.103, -0.243, -0.068, 0.119, 0.014, 0.118, 0.123, 0.069, 0.088, 0.145, 0.079, 0.090, 0.141, 0.098, 0.126, 0.074, -0.057, 0.535, -0.251, -0.474, -0.533, -0.442, -0.466, 0.061, 0.048, -0.573, 0.051, 0.044, -0.091, 0.100, 0.080, 0.072, 0.082, 0.104, 0.045]
}

=====

No. 4
{
  "formula": "C3H10NO3S",
  "method": "the ωB97M-V functional and the def2-TZVPD basis",
  "homo_lumo_gap_ev": 8.538,
  "de_lowest_kcal_mol": 90.18,
  "mol_weight_g_mol": 140.2,
  "total_charge": 1,
  "lumo_energy_ha": -0.1346,
  "e_tot_ev": -21731.37695,
  "homo_energy_ev": -12.200,
  "species": ["C", "C", "C", "N", "O", "O", "O", "S", "H", "H", "H", "H", "H", "H", "H", "H", "H", "H"],
  "coordinates": [[1.23, 1.26, 0.69], [1.19, 0.08, -0.11], [-1.03, -0.67, 0.06], [-1.66, -0.57, -1.34], [1.11, 0.32, -1.45], [-0.95, -1.94, 0.62], [-1.64, 0.30, 0.77], [2.09, -1.33, 0.34], [2.21, 1.68, 0.67], [0.51, 2.03, 0.37], [1.06, 0.98, 1.71], [-2.61, -1.04, -1.38], [-1.29, -1.05, -2.17], [-1.95, 0.39, -1.57], [1.54, 1.08, -1.66], [-0.06, -2.07, 0.99], [-2.55, 0.10, 1.22], [1.92, -0.90, 1.70]],
  "lowdin_charge": [-0.092, -0.777, -0.465, 0.241, -0.002, 0.020, 0.005, 0.944, 0.106, 0.117, 0.088, 0.190, 0.171, 0.171, 0.068, 0.038, 0.179, 0.000]
}

=====

No. 5
{
  "formula": "C18H20N2O4Se2SnTe2",
  "method": "the ωB97M-V functional and the def2-TZVPD basis",
  "homo_lumo_gap_ev": 5.348,
  "mol_weight_g_mol": 860.2,
  "total_charge": -2,
  "lumo_energy_ha": 0.1680,
  "e_tot_ev": -181274.69143,
  "homo_energy_ev": -0.777,
  "species": ["Sn", "O", "C", "C", "C", "C", "C", "C", "C", "O", "N", "N", "C", "C", "C", "C", "C", "C", "C", "O", "H", "H", "H", "H", "H", "H", "H", "H", "H", "H", "Se", "Te", "Te", "Se", "C", "C", "O", "C", "C", "H", "H", "H", "H", "H", "H", "H", "H", "H", "H"],
  "coordinates": [[0.04, 0.49, 0.63], [2.88, -1.03, 4.02], [3.22, -2.24, 3.55], [4.01, -3.04, 4.38], [4.41, -4.30, 3.97], [4.03, -4.79, 2.73], [3.25, -4.00, 1.90], [2.83, -2.73, 2.29], [1.99, -1.89, 1.38], [1.73, -0.69, 1.76], [1.60, -2.45, 0.26], [0.88, -1.54, -0.49], [0.48, -1.93, -1.64], [-0.23, -1.07, -2.57], [-0.89, -1.66, -3.65], [-1.52, -0.92, -4.63], [-1.45, 0.47, -4.55], [-0.79, 1.09, -3.51], [-0.17, 0.36, -2.47], [0.43, 0.98, -1.50], [2.34, -0.57, 3.32], [4.30, -2.64, 5.34], [5.02, -4.91, 4.64], [4.34, -5.78, 2.41], [2.93, -4.35, 0.93], [0.70, -2.96, -1.94], [-0.90, -2.75, -3.71], [-2.04, -1.40, -5.45], [-1.93, 1.08, -5.31], [-0.73, 2.17, -3.44], [1.47, 4.78, 0.10], [2.10, 2.58, 1.05], [1.34, 2.58, 3.68], [-1.11, 2.15, 3.64], [-4.11, 1.26, 0.57], [-3.23, 1.53, -0.64], [-2.10, 2.29, -0.30], [-2.31, 3.69, -0.23], [-2.12, 4.36, -1.58], [-4.50, 2.19, 1.00], [-3.52, 0.77, 1.34], [-4.95, 0.62, 0.30], [-3.80, 2.03, -1.44], [-2.86, 0.59, -1.05], [-1.55, 4.07, 0.46], [-3.30, 3.91, 0.19], [-2.31, 5.43, -1.50], [-1.09, 4.22, -1.91], [-2.81, 3.95, -2.33]],
  "lowdin_charge": [1.004, 0.044, -0.266, -0.030, -0.119, -0.124, -0.048, -0.073, -0.449, -0.292, 0.054, -0.106, -0.107, -0.161, -0.086, -0.142, -0.119, -0.021, -0.392, -0.302, 0.048, 0.109, 0.088, 0.083, 0.097, 0.116, 0.097, 0.077, 0.088, 0.105, -0.425, 0.061, -0.020, -0.529, -0.077, -0.304, -0.289, -0.275, -0.091, 0.066, 0.065, 0.067, 0.112, 0.106, 0.077, 0.109, 0.069, 0.044, 0.060]
}

=====

No. 6
{
  "formula": "C11H14N3",
  "method": "the ωB97M-V functional and the def2-TZVPD basis",
  "homo_lumo_gap_ev": 8.190,
  "de_lowest_kcal_mol": 41.47,
  "mol_weight_g_mol": 188.3,
  "total_charge": 1,
  "lumo_energy_ha": -0.1255,
  "e_tot_ev": -16095.36325,
  "homo_energy_ev": -11.606,
  "species": ["C", "C", "C", "C", "C", "C", "C", "C", "C", "C", "C", "N", "N", "N", "H", "H", "H", "H", "H", "H", "H", "H", "H", "H", "H", "H", "H", "H"],
  "coordinates": [[-0.88, 0.50, -2.80], [-1.65, 0.58, -1.69], [0.55, 0.26, -2.87], [-1.52, 0.50, 2.11], [-1.28, 0.43, -0.35], [0.05, 0.13, -0.08], [1.36, 0.02, -1.84], [-2.13, 0.50, 0.81], [-0.21, 0.32, 2.24], [0.42, 0.15, 3.59], [2.90, -1.83, -1.35], [0.55, 0.11, 1.12], [-3.42, 0.75, 0.58], [2.59, -0.40, -1.52], [-1.39, 0.51, -3.77], [-2.68, 0.85, -1.79], [1.02, 0.09, -3.80], [-2.07, 0.73, 2.94], [1.42, -0.21, 3.59], [0.40, 1.08, 4.03], [-0.25, -0.56, 4.03], [2.95, -2.31, -2.28], [3.91, -1.97, -0.96], [2.20, -2.26, -0.64], [1.58, 0.10, 1.19], [-4.11, 0.85, 1.31], [-3.60, 0.89, -0.35], [3.30, 0.18, -1.42]],
  "lowdin_charge": [-0.050, -0.050, -0.036, 0.050, -0.148, 0.012, -0.035, -0.178, -0.246, 0.025, -0.034, 0.107, 0.196, -0.028, 0.120, 0.098, 0.115, 0.110, 0.088, 0.074, 0.095, 0.071, 0.094, 0.086, 0.184, 0.141, 0.059, 0.081]
}

=====

Please write out number 3 again, unchanged.
{
  "formula": "C8H20LiNO8P",
  "method": "the ωB97M-V functional and the def2-TZVPD basis",
  "homo_lumo_gap_ev": 2.654,
  "de_lowest_kcal_mol": 29.56,
  "mol_weight_g_mol": 296.2,
  "total_charge": -1,
  "lumo_energy_ha": 0.0579,
  "e_tot_ev": -35979.92067,
  "homo_energy_ev": -1.078,
  "species": ["C", "N", "C", "C", "C", "C", "O", "H", "H", "H", "H", "H", "H", "H", "H", "H", "H", "H", "H", "H", "H", "Li", "P", "O", "O", "O", "O", "C", "O", "C", "O", "O", "C", "H", "H", "H", "H", "H", "H"],
  "coordinates": [[-2.20, -0.37, -2.75], [-0.77, -0.34, -2.29], [0.10, -0.37, -3.46], [-0.46, 0.83, -1.32], [-0.54, -1.61, -1.50], [0.90, -1.84, -0.99], [1.06, -3.03, -0.19], [-2.30, -1.22, -3.42], [-2.36, 0.27, -3.41], [-2.93, -0.55, -2.03], [0.06, 0.47, -4.16], [-0.08, -1.22, -3.96], [1.09, -0.42, -3.11], [-0.64, 1.76, -2.06], [0.53, 1.02, -0.98], [-1.21, 0.78, -0.58], [-0.87, -2.53, -1.92], [-0.96, -1.60, -0.55], [1.15, -1.01, -0.23], [1.64, -1.77, -1.72], [0.91, -2.75, 0.69], [0.03, -0.63, 2.03], [-1.32, -2.24, 2.81], [-1.85, -1.21, 1.96], [-0.03, -2.36, 1.85], [-2.03, -3.46, 3.38], [-0.57, -1.39, 3.69], [-1.27, 2.38, 2.44], [0.06, 3.03, 2.04], [1.10, 2.28, 1.94], [1.14, 1.07, 1.68], [2.30, 2.89, 2.01], [3.49, 2.35, 1.67], [-0.97, 1.84, 3.32], [-1.80, 1.57, 1.94], [-2.05, 3.06, 2.62], [3.62, 1.65, 0.92], [3.89, 1.75, 2.43], [4.16, 2.91, 1.23]],
  "lowdin_charge": [0.038, -0.297, -0.012, 0.063, -0.103, -0.243, -0.068, 0.119, 0.014, 0.118, 0.123, 0.069, 0.088, 0.145, 0.079, 0.090, 0.141, 0.098, 0.126, 0.074, -0.057, 0.535, -0.251, -0.474, -0.533, -0.442, -0.466, 0.061, 0.048, -0.573, 0.051, 0.044, -0.091, 0.100, 0.080, 0.072, 0.082, 0.104, 0.045]
}

=====

Number 2 is which compound? C3H14OSi3